No. 1
98
Properties=species:S:1:pos:R:3 method="wB97M-V/def2-TZVPD" charge=+2 e_lumo_ha=-0.2369 relative_energy_kj_mol=0.0 homo_lumo_gap_ev=6.994
Zr 0.301 1.561 0.384
N 3.579 2.173 -2.396
C 3.137 1.854 -3.738
C 3.478 2.630 -4.811
C 2.950 2.379 -6.047
C 2.079 1.324 -6.208
C 1.702 0.538 -5.102
C 2.190 0.859 -3.891
S 1.769 0.013 -2.365
N 1.686 1.432 -1.348
C 2.697 2.266 -1.386
C 2.843 3.372 -0.373
C 3.813 4.302 -0.366
C 3.818 5.212 0.715
C 2.859 5.155 1.686
C 1.936 4.128 1.596
N 1.908 3.295 0.611
H 4.528 2.502 -2.301
H 4.101 3.483 -4.615
H 3.257 3.015 -6.890
H 1.769 1.068 -7.221
H 1.037 -0.286 -5.199
H 4.521 4.469 -1.184
H 4.489 6.052 0.621
H 2.860 5.773 2.565
H 1.260 3.985 2.420
O -0.160 1.774 2.407
C 0.285 1.146 3.435
C 1.197 0.096 3.447
C 1.643 -0.328 4.699
C 2.387 -1.441 4.802
C 2.652 -2.215 3.649
C 2.254 -1.845 2.418
C 1.542 -0.600 2.246
O 1.180 -0.187 1.095
N 3.165 -1.765 6.000
O 3.347 -0.921 6.822
O 3.634 -2.903 6.044
H -0.043 1.590 4.372
H 1.384 0.257 5.573
H 3.297 -3.097 3.704
H 2.616 -2.411 1.537
I 4.958 -0.106 0.750
I 5.260 1.733 2.581
C -2.049 4.954 -1.099
C -1.927 4.129 0.199
O -0.866 3.157 0.107
C -3.235 3.313 0.416
F -4.266 4.097 0.367
F -3.216 2.650 1.626
F -3.260 2.371 -0.568
C -1.642 5.004 1.402
F -2.767 5.563 1.850
F -0.741 5.939 1.048
F -1.079 4.324 2.457
H -2.236 4.221 -1.900
H -1.072 5.452 -1.143
H -2.860 5.642 -1.038
C -3.942 -4.045 -1.457
C -3.596 -3.702 -2.913
C -3.027 -2.296 -3.191
C -1.566 -2.113 -3.042
N -1.077 -2.426 -1.667
C -1.146 -1.684 -0.574
Se -1.728 0.039 -0.537
N -0.815 -2.420 0.518
C -1.119 -2.154 1.922
C -2.445 -2.884 2.350
C -3.716 -2.099 2.001
C -3.642 -0.660 2.580
C -0.356 -3.695 0.063
C 0.171 -4.825 0.635
C 0.581 -5.857 -0.201
C 0.449 -5.815 -1.590
C -0.165 -4.702 -2.133
C -0.565 -3.653 -1.314
H -4.221 -5.079 -1.351
H -4.800 -3.409 -1.112
H -3.081 -3.845 -0.788
H -4.439 -3.929 -3.567
H -2.762 -4.392 -3.305
H -3.486 -1.474 -2.601
H -3.233 -1.976 -4.246
H -1.343 -1.082 -3.264
H -1.127 -2.773 -3.758
H -1.105 -1.090 2.084
H -0.342 -2.627 2.451
H -2.292 -2.919 3.464
H -2.495 -3.977 2.128
H -4.652 -2.626 2.253
H -3.694 -1.958 0.924
H -3.506 -0.761 3.702
H -4.428 -0.028 2.197
H -2.735 -0.235 2.195
H 0.199 -4.979 1.697
H 0.971 -6.674 0.298
H 0.721 -6.683 -2.137
H -0.398 -4.641 -3.179

***

No. 2
93
Properties=species:S:1:pos:R:3 method="wB97M-V/def2-TZVPD" charge=+2 s_squared=2.02 e_lumo_ha="-0.2502 / -0.2571" relative_energy_kj_mol=161.7 multiplicity=3 homo_lumo_gap_ev="5.537 / 5.348"
V 0.602 -0.319 -0.486
O -4.341 -1.643 6.104
C -3.993 -0.708 5.228
O -4.410 0.413 5.300
C -3.050 -1.100 4.120
C -2.706 -2.405 3.779
C -1.859 -2.656 2.720
C -1.346 -1.605 1.939
C -1.670 -0.298 2.316
C -2.499 -0.052 3.387
N -0.514 -1.793 0.824
C -0.369 -2.994 0.361
C 0.522 -3.271 -0.718
C 0.885 -4.590 -1.031
C 1.797 -4.817 -2.034
C 2.313 -3.713 -2.717
C 1.886 -2.448 -2.369
N 1.016 -2.210 -1.382
H -3.910 -2.500 5.989
H -3.101 -3.253 4.321
H -1.593 -3.686 2.541
H -1.226 0.523 1.775
H -2.740 0.957 3.686
H -0.891 -3.852 0.778
H 0.462 -5.400 -0.458
H 2.111 -5.816 -2.287
H 3.019 -3.842 -3.521
H 2.257 -1.578 -2.909
N 2.634 -2.349 1.156
C 3.292 -1.607 0.242
N 4.547 -1.897 -0.007
C 5.198 -1.136 -0.897
N 6.448 -1.450 -1.196
N 4.626 -0.075 -1.493
C 3.356 0.122 -1.222
N 2.603 -0.641 -0.420
C 2.664 1.281 -1.761
C 3.352 2.351 -2.328
C 2.643 3.484 -2.677
C 1.275 3.502 -2.426
C 0.674 2.388 -1.869
N 1.339 1.279 -1.554
H 3.231 -2.943 1.716
H 1.897 -1.859 1.650
H 6.886 -2.204 -0.695
H 6.985 -0.850 -1.802
H 4.418 2.262 -2.457
H 3.138 4.339 -3.106
H 0.675 4.368 -2.651
H -0.387 2.408 -1.654
C -0.386 -1.684 -4.198
As -0.855 -0.734 -2.549
C -2.396 -1.856 -2.100
C -1.765 0.828 -3.289
C -1.725 1.179 -4.635
C -2.433 2.285 -5.079
C -3.189 3.030 -4.191
C -3.200 2.702 -2.845
C -2.471 1.618 -2.379
As -2.251 1.147 -0.483
C -4.145 0.765 -0.094
C -2.242 2.920 0.381
H 0.439 -1.202 -4.727
H -1.272 -1.689 -4.841
H -0.112 -2.719 -3.985
H -3.187 -1.697 -2.841
H -2.787 -1.633 -1.105
H -2.102 -2.909 -2.134
H -1.145 0.601 -5.346
H -2.396 2.565 -6.121
H -3.756 3.878 -4.543
H -3.785 3.299 -2.154
H -4.727 1.669 -0.281
H -4.267 0.475 0.952
H -4.520 -0.031 -0.736
H -2.718 3.670 -0.253
H -1.225 3.245 0.607
H -2.810 2.842 1.312
O 3.458 1.288 3.989
C 2.269 1.860 4.123
C 2.007 2.524 5.330
C 0.775 3.080 5.574
C -0.218 3.035 4.597
C 0.039 2.436 3.383
C 1.263 1.816 3.123
C 1.515 1.043 1.889
O 2.590 0.420 1.771
O 0.620 0.962 0.973
H 3.492 0.842 3.107
H 2.804 2.565 6.054
H 0.578 3.551 6.524
H -1.186 3.469 4.794
H -0.722 2.432 2.619

***

No. 3
87
Properties=species:S:1:pos:R:3 method="wB97M-V/def2-TZVPD" charge=+1 s_squared=8.78 e_lumo_ha="-0.0721 / -0.1504" relative_energy_kj_mol=11.4 multiplicity=6 homo_lumo_gap_ev="7.723 / 6.020"
Ru 0.452 -0.042 0.887
S 0.825 2.376 0.918
C -0.370 3.458 0.227
C -0.270 4.811 0.576
C -1.180 5.731 0.087
C -2.188 5.316 -0.772
C -2.275 3.983 -1.149
C -1.370 3.046 -0.662
As -1.425 1.177 -1.188
C -3.018 1.146 -2.295
C -4.210 0.848 -1.638
C -5.414 0.831 -2.328
C -5.429 1.106 -3.688
C -4.242 1.397 -4.349
C -3.035 1.419 -3.658
C -0.063 1.181 -2.586
C 0.143 -0.022 -3.259
C 1.039 -0.091 -4.316
C 1.741 1.045 -4.702
C 1.544 2.242 -4.028
C 0.640 2.313 -2.972
H 0.527 5.123 1.239
H -1.099 6.772 0.372
H -2.901 6.031 -1.163
H -3.051 3.676 -1.838
H -4.202 0.629 -0.575
H -6.335 0.601 -1.805
H -6.364 1.089 -4.234
H -4.251 1.612 -5.410
H -2.123 1.653 -4.193
H -0.411 -0.910 -2.969
H 1.189 -1.028 -4.840
H 2.438 0.997 -5.530
H 2.091 3.128 -4.325
H 0.497 3.252 -2.450
N -2.406 -2.204 1.425
C -1.446 -2.794 0.604
C -1.599 -4.166 0.365
C -0.744 -4.790 -0.508
C 0.255 -4.046 -1.126
C 0.351 -2.712 -0.816
N -0.488 -2.078 0.034
C -2.415 -1.082 2.251
C -3.377 -1.093 3.270
C -3.512 0.003 4.082
C -2.689 1.103 3.864
C -1.767 1.024 2.853
N -1.611 -0.048 2.043
H -3.126 -2.858 1.681
H -2.385 -4.715 0.868
H -0.848 -5.850 -0.703
H 0.949 -4.489 -1.825
H 1.119 -2.087 -1.250
H -4.001 -1.967 3.406
H -4.250 0.006 4.875
H -2.759 2.000 4.463
H -1.104 1.853 2.650
C -0.438 -3.330 5.916
C 0.120 -1.920 6.114
C 0.922 -1.469 4.930
N 0.408 -1.088 3.822
N 1.363 -0.761 2.868
C 2.594 -0.930 3.286
N 3.667 -0.706 2.519
S 2.668 -1.480 4.919
H -1.001 -3.646 6.794
H 0.364 -4.051 5.750
H -1.103 -3.358 5.052
H 0.739 -1.880 7.010
H -0.692 -1.206 6.253
H 3.516 -0.486 1.537
H 4.596 -0.847 2.868
C 4.537 -1.583 -2.556
C 4.633 -0.497 -1.475
C 5.715 -0.884 -0.454
C 4.989 0.848 -2.118
C 3.332 -0.390 -0.783
C 2.256 -0.307 -0.212
H 5.505 -1.708 -3.047
H 3.799 -1.307 -3.313
H 4.244 -2.539 -2.119
H 6.689 -0.923 -0.946
H 5.513 -1.866 -0.020
H 5.778 -0.144 0.349
H 5.949 0.768 -2.632
H 5.065 1.631 -1.362
H 4.228 1.147 -2.843

***

No. 4
95
Properties=species:S:1:pos:R:3 method="wB97M-V/def2-TZVPD" charge=+1 s_squared=0.79 e_lumo_ha="-0.1227 / -0.2045" relative_energy_kj_mol=22.0 multiplicity=2 homo_lumo_gap_ev="7.394 / 5.169"
Ca 0.225 -0.347 0.203
C 2.426 -3.477 0.129
C 2.945 -2.303 0.892
C 4.271 -2.022 1.250
C 4.191 -0.841 1.958
N 2.904 -0.463 2.023
N 2.132 -1.349 1.341
B 2.346 0.855 2.639
N 0.909 0.677 3.204
C 0.535 0.853 4.481
C -0.840 0.802 4.548
C -1.251 0.593 3.228
C -2.647 0.496 2.705
N -0.191 0.523 2.421
N 2.328 1.921 1.499
C 2.777 3.184 1.460
C 2.531 3.697 0.204
C 1.903 2.658 -0.487
C 1.425 2.660 -1.904
N 1.779 1.585 0.298
N 3.243 1.239 3.802
C 3.734 0.403 4.751
C 4.143 1.158 5.819
C 3.847 2.487 5.445
C 4.099 3.741 6.213
N 3.295 2.524 4.245
H 2.882 -4.397 0.496
H 1.346 -3.582 0.238
H 2.670 -3.399 -0.934
H 5.150 -2.608 1.049
H 4.964 -0.257 2.428
H 1.262 1.014 5.260
H -1.457 0.903 5.423
H -3.319 0.150 3.489
H -3.007 1.473 2.373
H -2.718 -0.197 1.869
H 3.230 3.621 2.332
H 2.778 4.679 -0.162
H 2.252 2.854 -2.590
H 0.977 1.706 -2.172
H 0.679 3.440 -2.068
H 3.742 -0.665 4.610
H 4.594 0.815 6.733
H 4.251 3.523 7.268
H 4.990 4.251 5.844
H 3.258 4.426 6.116
C -7.133 -3.048 -3.155
C -5.780 -3.008 -2.508
C -5.100 -1.794 -2.376
C -3.856 -1.739 -1.781
C -3.272 -2.915 -1.322
C -3.925 -4.133 -1.434
C -5.179 -4.166 -2.026
S -1.718 -2.867 -0.516
O -1.269 -4.207 -0.282
O -1.783 -1.939 0.595
N -0.645 -2.067 -1.487
C 0.021 -2.611 -2.480
C -0.342 -3.778 -3.207
C 0.448 -4.234 -4.245
C 1.632 -3.592 -4.574
C 2.076 -2.454 -3.849
C 3.328 -1.846 -4.076
C 3.718 -0.812 -3.266
C 2.850 -0.382 -2.251
N 1.660 -0.913 -2.035
C 1.279 -1.940 -2.816
H -7.794 -2.302 -2.714
H -7.596 -4.027 -3.046
H -7.054 -2.827 -4.221
H -5.564 -0.881 -2.730
H -3.355 -0.789 -1.647
H -3.457 -5.032 -1.057
H -5.701 -5.111 -2.108
H -1.255 -4.293 -2.945
H 0.144 -5.109 -4.801
H 2.249 -3.970 -5.379
H 3.971 -2.214 -4.865
H 4.678 -0.332 -3.387
H 3.137 0.419 -1.579
N -3.607 5.820 -1.584
C -3.961 4.574 -1.932
S -5.356 4.198 -2.698
C -2.998 3.509 -1.513
C -2.789 2.398 -2.326
C -1.921 1.418 -1.894
N -1.276 1.463 -0.725
C -1.469 2.531 0.048
C -2.310 3.575 -0.306
H -4.222 6.580 -1.826
H -2.693 6.034 -1.222
H -3.308 2.313 -3.270
H -1.718 0.552 -2.519
H -0.927 2.544 0.987
H -2.448 4.400 0.379

***

No. 5
113
Properties=species:S:1:pos:R:3 method="wB97M-V/def2-TZVPD" charge=+2 e_lumo_ha=-0.2764 relative_energy_kj_mol=519.5 homo_lumo_gap_ev=5.678
Ta 0.203 -0.469 0.860
N 2.015 -2.547 -0.540
N 3.170 -2.926 0.157
C 3.366 -2.468 1.395
N 4.362 -2.909 2.146
N 2.453 -1.567 1.800
N 2.258 -1.275 3.060
O 1.131 -0.840 3.302
O 3.122 -1.388 3.898
H 1.535 -3.376 -0.888
H 2.237 -1.910 -1.319
H 3.847 -3.554 -0.271
H 4.929 -3.700 1.879
H 4.441 -2.550 3.096
O 2.281 -0.122 -1.677
C 2.132 0.864 -0.973
O 1.421 0.704 0.142
C 2.716 2.165 -1.295
C 3.391 2.306 -2.512
C 4.011 3.500 -2.824
C 3.962 4.561 -1.932
C 3.277 4.432 -0.729
C 2.648 3.244 -0.412
H 3.414 1.473 -3.195
H 4.540 3.603 -3.758
H 4.457 5.488 -2.175
H 3.247 5.267 -0.046
H 2.090 3.117 0.504
O 1.490 1.581 2.563
S 2.500 1.564 3.693
C 4.080 2.153 2.961
C 4.679 3.003 4.062
C 3.575 3.970 4.474
C 2.301 3.145 4.634
H 3.830 2.724 2.068
H 4.703 1.307 2.684
H 5.579 3.524 3.738
H 4.946 2.369 4.909
H 3.444 4.730 3.704
H 3.834 4.480 5.400
H 1.408 3.645 4.272
H 2.149 2.840 5.667
C -0.506 4.568 -1.640
S -0.496 2.746 -1.550
C -1.634 2.426 -2.925
H -1.486 4.942 -1.360
H -0.263 4.877 -2.651
H 0.250 4.937 -0.957
H -1.220 2.845 -3.836
H -2.598 2.875 -2.706
H -1.729 1.349 -3.015
F -1.275 -1.763 2.249
B -0.817 -3.092 1.859
F -0.733 -2.939 0.426
F 0.504 -3.118 2.244
F -1.587 -4.077 2.238
C -3.333 1.617 0.271
C -3.065 1.246 1.725
P -1.285 1.364 2.198
C -1.208 1.006 4.017
C -2.541 1.093 4.751
C -0.902 3.154 1.960
C -1.635 4.054 2.953
H -4.357 1.354 0.020
H -2.668 1.088 -0.408
H -3.220 2.685 0.103
H -3.413 0.233 1.923
H -3.627 1.913 2.381
H -0.490 1.703 4.451
H -0.793 0.005 4.140
H -2.963 2.092 4.727
H -2.386 0.832 5.795
H -3.262 0.391 4.347
H -1.179 3.412 0.938
H 0.175 3.280 2.047
H -2.713 3.944 2.874
H -1.398 5.093 2.735
H -1.346 3.853 3.982
F 1.214 -3.635 -3.644
C 0.647 -4.608 -2.930
C -0.478 -4.303 -2.179
C -1.018 -5.332 -1.420
F -2.066 -5.088 -0.635
C -0.489 -6.621 -1.434
F -1.051 -7.579 -0.714
C 0.652 -6.895 -2.188
F 1.191 -8.100 -2.174
C 1.233 -5.870 -2.934
F 2.349 -6.091 -3.620
Ge -1.391 -2.500 -2.289
S -0.615 -0.576 -1.426
C -1.595 -1.777 -4.154
C -0.478 -1.240 -4.778
F 0.691 -1.310 -4.135
C -0.548 -0.582 -6.000
F 0.542 -0.052 -6.543
C -1.786 -0.439 -6.626
F -1.880 0.214 -7.771
C -2.929 -0.950 -6.013
F -4.120 -0.778 -6.570
C -2.815 -1.599 -4.786
F -3.925 -2.013 -4.165
C -3.184 -2.807 -1.495
C -3.641 -2.167 -0.368
F -2.793 -1.302 0.271
C -4.912 -2.389 0.141
F -5.325 -1.716 1.214
C -5.736 -3.321 -0.488
F -6.954 -3.540 -0.029
C -5.266 -4.037 -1.595
F -6.024 -4.960 -2.157
C -3.996 -3.763 -2.078
F -3.474 -4.420 -3.121